ORCA calculation (ωB97M-V with the def2-TZVPD basis set) on the molecule C22H25N3O3.

```
53
C22H25N3O3 ωB97M-V with the def2-TZVPD basis set
C 1.83 -3.57 5.37
C 0.87 -2.92 4.39
O 1.08 -3.50 3.12
C 0.35 -3.06 2.06
C 0.64 -3.65 0.83
C -0.04 -3.28 -0.30
C -1.02 -2.30 -0.25
C -1.76 -1.88 -1.50
N -0.87 -1.47 -2.56
C -0.76 -0.18 -2.96
O -1.45 0.71 -2.53
C 0.26 0.01 -4.08
C 1.71 -0.10 -3.59
C 2.09 1.06 -2.68
C 1.37 0.95 -1.35
O 1.41 -0.03 -0.65
N 0.65 2.07 -1.00
N 0.53 3.15 -1.81
C -0.30 3.99 -1.27
C -0.66 5.28 -1.91
C -0.78 3.48 -0.02
C -1.65 3.94 0.96
C -1.85 3.14 2.07
C -1.20 1.91 2.20
C -0.34 1.44 1.24
C -0.14 2.24 0.13
C -1.32 -1.72 0.97
C -0.64 -2.09 2.12
H 1.70 -3.14 6.36
H 2.85 -3.41 5.05
H 1.65 -4.64 5.41
H -0.17 -3.08 4.72
H 1.05 -1.83 4.34
H 1.42 -4.41 0.80
H 0.20 -3.76 -1.24
H -2.41 -1.03 -1.29
H -2.38 -2.72 -1.87
H -0.20 -2.14 -2.88
H 0.07 -0.73 -4.85
H 0.10 1.01 -4.50
H 2.37 -0.11 -4.46
H 1.85 -1.04 -3.04
H 3.16 1.01 -2.46
H 1.86 2.02 -3.14
H -0.09 5.41 -2.83
H -0.44 6.11 -1.24
H -1.72 5.29 -2.14
H -2.15 4.89 0.86
H -2.52 3.47 2.85
H -1.39 1.32 3.09
H 0.17 0.49 1.34
H -2.08 -0.96 1.03
H -0.90 -1.62 3.06
```

Calculated values
Energy relative to the best compared isomer or geometry (same formula, charge and spin) = 1.961 eV
Spin multiplicity = 1
Max |F| = 0.01747 hartree/bohr
SMILES = CCOc1ccc(CNC(=O)CCCC(=O)n2nc(C)c3ccccc32)cc1
LUMO = 0.027 hartree